Record 1
Density functional theory data (ωB97M-V/def2-TZVPD) for C23H23N8O5SV as an isolated structure.

Summary:
Highest occupied orbital energy in eV: -12.965
Lowest unoccupied orbital energy in eV: -8.10
Energy relative to the best compared isomer or geometry (same formula, charge and spin) in kJ/mol: 14.5
HOMO-LUMO gap in eV: 4.86

The geometry in ORCA input format:
```
! RIJCOSX wB97M-V def2-TZVPD def2/J DEFGRID3
* xyz 2 1
V 0.98511 -0.13861 0.00078
C 1.52516 2.31049 3.65754
C 1.38526 1.71219 2.31454
N 0.76900 0.62248 2.01669
O 0.28575 -0.11862 3.05244
C 1.85112 2.39156 1.07542
C 2.07574 3.84432 0.91666
N 1.85838 1.52189 0.14042
O 1.70272 1.45520 -1.12569
H 1.16234 1.64163 4.42963
H 0.94407 3.23750 3.67904
H 2.56727 2.57329 3.84579
H -0.67185 -0.19252 2.83421
H 1.13062 4.35949 1.10890
H 2.41444 4.07721 -0.08931
H 2.80858 4.19974 1.64207
O 0.86602 -1.67150 0.82709
C 1.53465 -2.73051 1.31207
C 0.93357 -3.55723 2.25427
C 1.65352 -4.62726 2.74293
C 2.95666 -4.87230 2.30145
C 3.53901 -4.05013 1.36235
C 2.82869 -2.96037 0.84583
C 3.35521 -2.07964 -0.16928
N 2.79999 -0.93476 -0.61463
C 3.63132 -0.45734 -1.62370
C 4.67846 -1.29699 -1.76458
N 4.49160 -2.30243 -0.84616
H -0.07289 -3.34425 2.58532
H 1.20498 -5.27824 3.48069
H 3.51114 -5.70892 2.70221
H 4.55439 -4.25086 1.04515
H 3.42132 0.45175 -2.15290
H 5.52925 -1.26508 -2.42177
H 5.09297 -3.10106 -0.72224
N -6.78536 2.15354 -2.27620
C -5.64756 1.96821 -1.57758
C -4.58001 2.88391 -1.69508
C -3.42330 2.69751 -0.98658
C -3.30527 1.58795 -0.14172
C -4.34867 0.66469 -0.01627
C -5.50602 0.85363 -0.72325
S -1.85697 1.34534 0.71355
O -1.14234 2.57425 0.91240
O -2.07520 0.46426 1.83540
N -0.81089 0.44740 -0.29399
C -1.00727 -0.10087 -1.54187
N -2.06265 -0.08056 -2.31721
C -1.91490 -0.72771 -3.47676
C -0.74603 -1.38157 -3.85657
C 0.31242 -1.34891 -2.97074
N 0.16226 -0.70477 -1.81815
H -6.92800 2.98787 -2.81679
H -7.58114 1.55812 -2.13151
H -4.68960 3.74841 -2.33694
H -2.61390 3.41104 -1.06303
H -4.24643 -0.18005 0.65126
H -6.32716 0.15690 -0.61693
H -2.77851 -0.72489 -4.13093
H -0.66835 -1.89351 -4.80311
H 1.26731 -1.82033 -3.16461
*
```

***

Record 2
Density functional theory data (ωB97M-V/def2-TZVPD) for C23H23NOPbS5Te as an isolated structure.

Summary:
Highest occupied orbital energy in eV: -6.679
Lowest unoccupied orbital energy in eV: 0.09
Energy relative to the best compared isomer or geometry (same formula, charge and spin) in kJ/mol: 77.5
HOMO-LUMO gap in eV: 6.77

The geometry in ORCA input format:
```
! RIJCOSX wB97M-V def2-TZVPD def2/J DEFGRID3
* xyz 0 1
Pb 0.45563 0.82099 0.70532
S 0.84178 2.04556 -2.14335
C 2.60831 2.27956 -2.22773
C 3.08435 3.39536 -2.91996
C 4.44227 3.62177 -3.07205
C 5.35811 2.72205 -2.54559
C 4.90753 1.61442 -1.84644
C 3.54093 1.38067 -1.67133
S 3.14354 0.03301 -0.57275
C 2.49884 -1.32810 -1.59528
C 1.04751 -1.47314 -2.02584
C 0.83891 -2.26921 -3.14414
C -0.44850 -2.63549 -3.48503
C -1.50089 -2.15907 -2.72882
C -1.22710 -1.32092 -1.65507
C -2.45128 -0.76272 -0.92674
S -2.29702 0.31539 0.52558
C -2.66727 -0.73205 1.92659
C -3.88995 -1.41467 1.89267
C -4.33063 -2.14881 2.97482
C -3.56316 -2.14699 4.13662
C -2.37168 -1.44782 4.18536
C -1.86180 -0.72879 3.08206
S -0.29878 0.05666 3.27855
N 0.01735 -1.00126 -1.30638
H 2.35998 4.09253 -3.32366
H 4.78450 4.50618 -3.59634
H 6.42112 2.88502 -2.67078
H 5.61411 0.91829 -1.41069
H 2.69034 -2.19849 -0.96206
H 3.14183 -1.39105 -2.46959
H 1.68508 -2.61927 -3.72149
H -0.62789 -3.29778 -4.32377
H -2.52535 -2.41462 -2.97377
H -3.10895 -1.58391 -0.64331
H -2.99838 -0.14798 -1.64236
H -4.50839 -1.35018 1.00343
H -5.27368 -2.67866 2.92862
H -3.90294 -2.68967 5.01164
H -1.78319 -1.43679 5.09603
Te 0.17352 3.58226 -0.35823
O 1.01572 -3.38707 0.24382
S -0.21105 -2.98740 1.02538
C -1.50586 -4.19654 0.56771
C -1.93835 -4.92133 1.83982
C -0.66045 -5.08670 2.65893
C -0.03199 -3.69918 2.69130
H -0.99805 -4.85343 -0.14138
H -2.32307 -3.67793 0.06197
H -2.41176 -5.87823 1.61487
H -2.65431 -4.30724 2.39220
H 0.01577 -5.78349 2.15757
H -0.86049 -5.46923 3.66038
H 1.03782 -3.68652 2.89106
H -0.54557 -3.02556 3.37814
*
```

***

Record 3
Density functional theory data (ωB97M-V/def2-TZVPD) for C23H24F3N5O3 as an isolated structure.

Summary:
Highest occupied orbital energy in eV: -8.668
Lowest unoccupied orbital energy in eV: -0.26
Energy relative to the best compared isomer or geometry (same formula, charge and spin) in kJ/mol: 1955.9
HOMO-LUMO gap in eV: 8.41

The geometry in ORCA input format:
```
! RIJCOSX wB97M-V def2-TZVPD def2/J DEFGRID3
* xyz 0 1
C -5.94732 -4.51076 -0.38410
C -4.96608 -3.36136 -0.90136
H -5.32927 -2.79902 -1.84761
H -4.03098 -3.70676 -1.09704
O -5.10352 -2.55062 -0.00992
C -4.46772 -1.35934 -0.01913
O -3.86690 -1.23779 -0.93496
C -4.49935 -0.29094 0.92301
C -5.27338 -0.61216 2.08878
C -5.26630 0.18458 3.24144
C -4.70254 1.64949 3.21405
C -4.00927 1.89469 1.98193
C -3.78561 0.74955 0.88130
N -3.06058 1.34178 -0.10278
C -2.32668 2.33583 -0.52928
O -2.19535 3.23801 0.49302
C -1.59692 2.11066 -1.71680
N -0.32888 1.66742 -1.60987
C -0.13792 0.45319 -1.29723
C 1.11555 -0.17974 -1.39325
H 1.14482 -1.27097 -1.27345
H 1.23172 -0.09402 -2.42459
C 2.19235 0.72110 -0.72788
N 3.45786 0.16625 -0.90688
C 4.59646 0.19325 -0.50200
C 4.90888 0.31103 1.07758
C 6.10269 -0.13423 1.55799
C 7.14803 -0.27634 0.68700
C 6.82829 -0.74173 -0.50540
C 5.66072 -0.50664 -1.03800
N 5.09915 -0.50564 -2.40134
N 3.84044 -0.29484 -2.43802
H 7.72149 -1.03812 -1.23589
C 8.43374 -0.79026 1.32515
F 9.34469 -1.18627 0.49607
F 9.00250 0.66833 1.92103
F 8.42743 -1.54626 2.18624
H 6.32591 0.25856 2.86267
H 4.03000 0.70893 1.74964
C 1.94622 2.19704 -1.12131
C 0.71935 2.47359 -0.79015
H 0.29975 2.60481 0.37348
H 0.43328 3.53861 -1.26212
H 2.72544 2.55352 -0.64925
H 2.16739 2.19727 -2.35652
H 2.21295 0.46260 0.28857
H -0.37761 0.14986 -0.10987
H -0.85648 -0.38106 -1.74157
H -2.18746 1.75115 -2.56411
H -1.68266 3.35211 -2.12111
H -3.10452 0.57553 -0.90427
H -3.36824 2.78852 1.98884
H -4.51771 2.19758 3.92773
H -5.81552 -0.12063 4.22066
H -5.61165 -1.65576 2.32929
H -5.57552 -4.85355 0.65934
H -6.03061 -5.32954 -1.31608
H -7.09463 -4.16048 -0.24167
*
```

***

- Which formula does entry 1 have?
  C23H23N8O5SV